# 1
The following is a quantum chemistry calculation of a structure of composition C47H57Cl2N4O3SSeTi in a non-equilibrium geometry, from the Open Molecules 2025 dataset.

XYZ file:
```
116
Properties=species:S:1:pos:R:3:mulliken_spin:R:1
Ti 1.262 -0.318 -1.412 0.91
C -2.184 -2.798 5.437 0.00
C -0.653 -2.763 5.350 0.00
C -0.092 -4.134 5.753 0.00
C -0.147 -1.724 6.353 0.00
C -0.224 -2.436 3.921 0.00
C 0.622 -1.387 3.604 0.00
C 0.968 -1.121 2.289 0.01
Se 2.148 0.339 1.921 0.00
C 0.825 1.706 1.638 0.00
C 0.205 2.220 2.768 0.00
C -0.776 3.191 2.677 0.00
C -1.043 3.678 1.399 0.00
C -0.426 3.229 0.240 0.00
C 0.497 2.145 0.338 -0.01
O 1.007 1.576 -0.728 0.03
C -0.812 3.946 -1.065 0.00
C -0.640 5.464 -0.872 0.00
C 0.028 3.575 -2.291 -0.01
C -2.281 3.645 -1.395 0.00
C -1.523 3.746 3.886 0.00
C -1.128 3.032 5.180 0.00
C -3.034 3.562 3.687 0.00
C -1.215 5.241 4.045 0.00
C 0.474 -1.890 1.217 0.00
O 0.772 -1.573 -0.015 -0.03
C -0.345 -3.011 1.526 0.03
C -0.666 -3.225 2.861 0.00
C -0.872 -4.040 0.510 -0.02
C -0.268 -5.411 0.865 0.01
C -2.403 -4.117 0.610 0.00
C -0.529 -3.784 -0.963 0.01
H -2.502 -2.999 6.464 0.00
H -2.608 -1.842 5.126 0.00
H -2.605 -3.574 4.798 0.00
H -0.394 -4.389 6.772 0.00
H -0.453 -4.919 5.086 0.00
H 0.998 -4.131 5.705 0.00
H -0.515 -1.968 7.352 0.00
H 0.943 -1.703 6.395 0.00
H -0.497 -0.722 6.100 0.00
H 1.033 -0.750 4.376 0.00
H 0.501 1.821 3.728 0.00
H -1.783 4.464 1.301 0.00
H 0.393 5.696 -0.608 0.00
H -0.884 5.984 -1.802 0.00
H -1.284 5.866 -0.090 0.00
H 1.094 3.697 -2.097 0.00
H -0.127 2.546 -2.599 0.01
H -0.263 4.229 -3.118 0.00
H -2.948 3.943 -0.584 0.00
H -2.584 4.178 -2.300 0.00
H -2.419 2.576 -1.569 0.00
H -1.312 1.958 5.115 0.00
H -0.073 3.182 5.416 0.00
H -1.716 3.426 6.012 0.00
H -3.277 2.506 3.556 0.00
H -3.582 3.937 4.555 0.00
H -3.390 4.099 2.807 0.00
H -0.144 5.399 4.182 0.00
H -1.525 5.804 3.163 0.00
H -1.740 5.652 4.911 0.00
H -1.297 -4.075 3.094 0.00
H -0.502 -5.714 1.886 0.00
H -0.653 -6.175 0.185 0.00
H 0.817 -5.380 0.755 0.00
H -2.746 -4.380 1.612 0.00
H -2.851 -3.157 0.342 0.00
H -2.782 -4.871 -0.084 0.00
H 0.543 -3.744 -1.138 0.02
H -0.944 -4.607 -1.551 0.00
H -0.964 -2.857 -1.334 0.01
Cl 1.110 -0.701 -6.228 0.01
C 1.875 -1.950 -5.275 0.00
C 2.247 -3.123 -5.912 0.05
C 2.801 -4.140 -5.154 0.02
Cl 3.236 -5.626 -5.980 0.01
C 3.008 -4.045 -3.765 -0.10
C 3.529 -5.061 -2.933 0.46
C 3.646 -4.799 -1.560 -0.02
C 3.275 -3.574 -1.058 0.15
N 2.789 -2.567 -1.817 0.20
C 2.641 -2.812 -3.144 0.01
C 2.058 -1.770 -3.900 0.11
O 1.696 -0.648 -3.273 0.02
H 2.094 -3.247 -6.974 0.01
H 3.815 -6.014 -3.352 0.04
H 4.030 -5.557 -0.889 0.00
H 3.355 -3.364 0.006 0.02
C -3.528 0.032 -2.751 0.01
C -2.525 0.249 -3.683 0.00
C -1.206 0.127 -3.284 0.04
N -0.871 -0.233 -2.041 -0.09
C -1.839 -0.418 -1.133 0.05
C -3.178 -0.294 -1.446 -0.01
H -4.568 0.119 -3.035 0.00
H -2.749 0.514 -4.707 0.00
H -0.382 0.282 -3.971 0.00
H -1.513 -0.689 -0.136 -0.01
H -3.924 -0.461 -0.682 0.00
N 3.534 0.088 -1.210 0.02
H 3.770 0.986 -0.802 0.00
H 3.895 0.056 -2.158 0.01
H 3.948 -0.673 -0.686 0.00
S 4.214 2.800 -3.259 0.00
C 2.872 3.237 -4.136 0.00
N 2.570 4.556 -4.357 0.00
C 1.506 4.996 -5.086 0.00
C 0.651 4.112 -5.648 0.00
C 0.888 2.728 -5.437 0.00
C 1.951 2.307 -4.700 0.00
H 3.205 5.224 -3.945 0.00
H 1.409 6.069 -5.169 0.00
H -0.191 4.461 -6.226 0.00
H 0.214 1.994 -5.860 0.00
H 2.139 1.260 -4.506 0.00
```

The calculated total energy comes out at -186116.1348 eV. The total charge is -1. Its maximum force is 1.92 eV Å⁻¹. Its energy above the lowest of the compared OMol25 structures with the same formula, charge and spin is 0.831 eV. As for the multiplicity: 3. The expectation value of S² is 2.023.

***

# 2
The following is a quantum chemistry calculation of a structure of composition C47H57GeNO9Ti, from the Open Molecules 2025 dataset.

XYZ file:
```
116
Properties=species:S:1:pos:R:3:mulliken_spin:R:1
Ti -0.328 -0.604 0.355 0.16
O 0.538 -0.130 4.129 -0.08
C -0.222 0.574 3.197 1.04
O -0.778 -0.120 2.245 -0.25
C 0.182 2.006 3.029 -0.03
O 0.352 2.409 1.671 0.03
C 1.656 2.244 1.163 -0.02
C 2.325 0.860 1.237 0.03
O 3.552 0.869 1.388 0.00
O 1.622 -0.196 1.110 0.02
H 0.729 -0.989 3.724 0.04
H 1.092 2.188 3.618 0.00
H -0.592 2.684 3.410 0.05
H 2.347 2.935 1.661 0.00
H 1.599 2.498 0.102 0.00
O 0.007 -0.073 -1.400 0.01
O -0.558 0.973 -0.569 0.03
O -0.380 -4.242 -0.919 0.00
C 0.112 -3.723 0.075 0.00
O 0.404 -2.483 0.222 -0.02
C 0.415 -4.632 1.281 0.00
C 1.171 -3.966 2.432 -0.03
Ge 3.104 -4.192 2.318 -0.02
C 3.712 -3.887 0.486 0.00
C 3.585 -2.615 -0.076 0.00
C 3.961 -2.389 -1.393 0.00
C 4.464 -3.426 -2.166 0.00
C 4.585 -4.697 -1.621 0.00
C 4.206 -4.924 -0.305 0.00
C 3.992 -2.986 3.575 0.00
C 3.798 -1.613 3.427 -0.02
C 4.412 -0.714 4.289 -0.01
C 5.217 -1.178 5.319 0.00
C 5.413 -2.544 5.483 0.00
C 4.806 -3.440 4.614 0.00
C 3.588 -6.039 2.807 0.00
C 2.619 -6.945 3.235 0.00
C 2.954 -8.245 3.595 0.00
C 4.275 -8.664 3.534 0.00
C 5.255 -7.777 3.109 0.00
C 4.911 -6.482 2.749 0.00
H 0.949 -5.494 0.870 0.00
H -0.556 -5.013 1.612 0.00
H 0.826 -4.297 3.415 0.00
H 1.004 -2.887 2.376 0.03
H 3.162 -1.791 0.488 0.00
H 3.835 -1.399 -1.812 0.00
H 4.746 -3.248 -3.197 0.00
H 4.960 -5.516 -2.225 0.00
H 4.289 -5.926 0.103 0.00
H 3.180 -1.217 2.630 0.02
H 4.255 0.346 4.133 0.00
H 5.694 -0.477 5.994 0.00
H 6.039 -2.911 6.289 0.00
H 4.965 -4.505 4.752 0.00
H 1.581 -6.633 3.283 0.00
H 2.181 -8.931 3.920 0.00
H 4.539 -9.677 3.814 0.00
H 6.290 -8.096 3.057 0.00
H 5.687 -5.801 2.414 0.00
C -2.090 3.550 -5.878 0.00
C -2.224 2.418 -4.889 -0.10
C -1.728 1.151 -5.197 0.21
C -1.827 0.092 -4.293 -0.09
C -1.234 -1.255 -4.604 0.00
C -2.452 0.315 -3.085 0.13
C -2.903 1.599 -2.699 0.03
C -2.789 2.646 -3.647 0.14
N -3.411 1.652 -1.450 0.67
C -3.463 2.855 -0.646 -0.16
C -4.741 3.659 -0.960 0.07
C -4.871 4.838 0.011 0.01
C -4.960 4.319 1.450 0.00
C -3.693 3.525 1.785 0.00
C -2.471 4.438 1.657 -0.01
C -2.379 4.955 0.221 -0.01
C -3.644 5.747 -0.125 0.00
C -2.228 3.773 -0.742 0.06
C -3.556 2.357 0.808 0.05
H -2.006 3.175 -6.899 0.00
H -1.197 4.146 -5.670 0.00
H -2.950 4.220 -5.831 0.00
H -1.247 0.990 -6.158 0.01
H -1.790 -1.765 -5.396 0.00
H -1.231 -1.887 -3.716 0.00
H -0.200 -1.149 -4.935 0.00
H -2.532 -0.470 -2.346 0.03
H -3.174 3.632 -3.423 0.01
H -5.605 2.992 -0.869 0.00
H -4.722 4.025 -1.991 -0.01
H -5.777 5.404 -0.234 0.00
H -5.844 3.682 1.561 0.00
H -5.074 5.163 2.141 0.00
H -3.758 3.135 2.805 0.00
H -1.561 3.884 1.892 0.01
H -2.551 5.278 2.359 0.00
H -1.500 5.602 0.125 0.00
H -3.578 6.134 -1.149 0.00
H -3.745 6.610 0.544 0.00
H -1.344 3.180 -0.495 -0.02
H -2.096 4.152 -1.756 -0.01
H -4.411 1.679 0.887 0.00
H -2.659 1.768 1.024 -0.03
C -3.512 -3.622 0.885 0.00
C -2.741 -2.378 1.334 0.00
C -3.603 -1.530 2.266 -0.02
C -2.245 -1.553 0.143 0.02
H -3.859 -4.215 1.740 0.00
H -2.886 -4.252 0.250 0.00
H -4.390 -3.324 0.300 0.00
H -1.879 -2.728 1.922 -0.01
H -4.508 -1.205 1.739 0.00
H -3.055 -0.646 2.589 0.02
H -3.912 -2.096 3.153 0.00
H -2.989 -0.796 -0.137 -0.01
H -2.079 -2.203 -0.725 0.00
```

The calculated total energy comes out at -149215.3690 eV. The total charge is -2. Its maximum force is 0.45 eV Å⁻¹. Its energy above the lowest of the compared OMol25 structures with the same formula, charge and spin is 0.000 eV. As for the multiplicity: 3. The expectation value of S² is 2.041.

***

# 3
The following is a quantum chemistry calculation of a structure of composition C47H58F4N4O7Y in a non-equilibrium geometry, from the Open Molecules 2025 dataset.

XYZ file:
```
121
Properties=species:S:1:pos:R:3:lowdin_charge:R:1
Y 0.664 -0.193 -0.553 1.61
C 7.033 4.400 -0.772 -0.04
C 6.737 3.216 0.163 -0.56
C 6.528 3.753 1.577 -0.06
C 7.939 2.260 0.170 -0.04
C 5.507 2.477 -0.346 -0.14
C 4.388 2.302 0.378 0.04
C 3.294 1.534 -0.161 -0.14
N 2.137 1.310 0.419 0.08
C 1.562 1.942 1.476 -0.15
C 1.901 3.245 1.932 0.04
C 1.216 3.802 2.963 -0.16
C 0.159 3.033 3.539 0.04
C -0.266 1.801 3.124 -0.07
C 0.476 1.183 2.065 -0.27
O 0.255 0.001 1.625 -0.14
C -1.472 1.151 3.825 -0.53
C -2.085 -0.034 3.063 -0.06
C -1.020 0.660 5.207 -0.04
C -2.589 2.195 3.996 -0.05
C 1.479 5.207 3.495 -0.56
C 1.870 5.116 4.978 -0.04
C 0.211 6.062 3.353 -0.04
C 2.613 5.894 2.737 -0.06
C 3.439 0.844 -1.461 -0.22
O 2.510 0.117 -1.877 -0.06
C 4.637 1.102 -2.245 -0.07
C 5.570 1.899 -1.680 0.06
C 4.792 0.472 -3.628 -0.54
C 3.661 0.961 -4.549 -0.03
C 6.123 0.860 -4.271 -0.07
C 4.756 -1.061 -3.510 -0.03
H 7.895 4.959 -0.401 0.09
H 6.180 5.081 -0.821 0.09
H 7.265 4.074 -1.787 0.08
H 7.425 4.284 1.898 0.09
H 6.343 2.950 2.294 0.09
H 5.691 4.456 1.620 0.08
H 8.827 2.780 0.537 0.09
H 8.167 1.883 -0.828 0.08
H 7.752 1.403 0.821 0.09
H 4.315 2.657 1.394 0.10
H 2.642 3.811 1.389 0.10
H -0.380 3.492 4.360 0.10
H -1.415 -0.889 3.026 0.08
H -2.341 0.239 2.038 0.08
H -3.000 -0.329 3.586 0.08
H -0.227 -0.086 5.113 0.09
H -1.858 0.201 5.739 0.09
H -0.640 1.483 5.816 0.08
H -2.861 2.634 3.034 0.09
H -2.314 3.004 4.676 0.07
H -3.475 1.711 4.416 0.08
H 1.071 4.678 5.581 0.08
H 2.076 6.113 5.376 0.09
H 2.764 4.502 5.107 0.09
H -0.628 5.647 3.917 0.08
H -0.093 6.136 2.307 0.09
H 0.394 7.071 3.730 0.09
H 3.555 5.346 2.837 0.08
H 2.768 6.895 3.143 0.09
H 2.386 5.999 1.673 0.09
H 6.468 2.101 -2.249 0.10
H 3.702 2.047 -4.664 0.09
H 2.679 0.693 -4.164 0.08
H 3.777 0.512 -5.538 0.09
H 6.205 1.938 -4.430 0.09
H 6.197 0.378 -5.248 0.09
H 6.979 0.528 -3.677 0.09
H 3.810 -1.421 -3.111 0.08
H 5.560 -1.418 -2.862 0.09
H 4.902 -1.502 -4.500 0.09
F -6.007 -1.426 -1.259 0.07
C -5.043 -2.370 -1.334 -0.19
C -3.735 -1.992 -1.360 0.11
C -2.741 -2.974 -1.359 -0.04
C -1.341 -2.557 -1.336 -0.26
O -1.068 -1.351 -1.495 -0.05
C -0.381 -3.593 -1.122 -0.01
C -0.799 -4.885 -1.162 0.06
N -2.085 -5.280 -1.314 0.01
C -2.404 -6.693 -1.334 -0.26
C -2.953 -7.285 -2.599 -0.09
C -1.552 -7.596 -2.164 -0.08
C -3.093 -4.325 -1.343 -0.11
C -4.445 -4.686 -1.359 0.07
C -5.429 -3.718 -1.348 -0.15
N -6.794 -4.123 -1.330 -0.09
C -7.254 -4.775 -0.120 -0.14
C -8.434 -5.671 -0.426 -0.08
N -9.514 -4.836 -1.074 0.06
C -9.002 -4.128 -2.308 -0.08
C -7.813 -3.276 -1.917 -0.15
C 1.084 -3.349 -0.834 -0.57
O 1.873 -4.257 -1.000 0.08
O 1.329 -2.167 -0.371 -0.14
H -3.452 -0.945 -1.340 0.15
H -0.062 -5.671 -1.068 0.15
H -2.772 -7.074 -0.389 0.15
H -3.069 -6.614 -3.441 0.12
H -3.709 -8.054 -2.513 0.10
H -0.746 -7.149 -2.729 0.12
H -1.335 -8.575 -1.761 0.11
H -4.727 -5.729 -1.406 0.12
H -7.543 -4.040 0.652 0.14
H -6.463 -5.387 0.307 0.14
H -8.857 -6.125 0.467 0.14
H -8.169 -6.441 -1.149 0.14
H -9.833 -4.134 -0.402 0.18
H -10.324 -5.413 -1.299 0.18
H -9.823 -3.535 -2.706 0.14
H -8.723 -4.906 -3.016 0.14
H -8.144 -2.477 -1.238 0.13
H -7.436 -2.794 -2.816 0.15
F -2.156 3.768 -0.269 0.16
C -1.686 3.234 -1.399 -0.55
F -2.736 3.005 -2.212 0.15
F -0.895 4.128 -1.987 0.17
C -0.957 1.898 -1.129 -0.55
O 0.080 1.648 -1.802 -0.05
O -1.442 1.143 -0.269 -0.01
```

The calculated total energy comes out at -81887.4026 eV. The total charge is +1. Its maximum force is 1.44 eV Å⁻¹. Its energy above the lowest of the compared OMol25 structures with the same formula, charge and spin is 0.000 eV.

***

Question: What is the formula in the second record?
Answer: C47H57GeNO9Ti

***

Question: Among the records above, which one has the lowest maximum force?
Answer: C47H57GeNO9Ti

***

Question: total charge of number 3 (C47H58F4N4O7Y)?
Answer: +1